ORCA calculation (ωB97M-V/def2-TZVPD) on a molecular structure, C18H18FOPb at a distorted geometry.

orbital gap	5.576	eV
DFT total energy	-1064.3977	Eh
relative energy (zero: lowest compared OMol25 entry of this formula, charge and spin)	37.3	kcal per mole
total charge	-1
lowest unoccupied orbital energy	2.5	eV
multiplicity	1

CARTESIAN COORDINATES (ANGSTROEM)
C 0.444 -1.615 4.157
C -0.869 -1.837 3.672
C -0.769 -2.210 2.316
H -1.780 -1.739 4.237
C 0.596 -2.210 1.966
C 1.353 -1.844 3.097
H 2.426 -1.758 3.149
H 0.705 -1.328 5.161
H -1.589 -2.427 1.656
H 0.987 -2.402 0.979
C -0.943 2.161 2.851
C -0.608 1.671 4.124
C 0.796 1.499 4.172
H -1.301 1.436 4.915
C 1.333 1.887 2.923
C 0.249 2.289 2.107
H 0.309 2.599 1.077
H -1.936 2.354 2.484
H 1.360 1.142 5.016
H 2.376 1.893 2.654
Pb 0.024 0.007 2.561
O -0.287 -0.145 -1.428
C -1.388 -0.912 -1.905
C -0.110 -0.910 -2.625
H -1.664 -1.765 -1.294
H -2.214 -0.337 -2.311
H 0.528 -1.781 -2.498
H 0.827 -1.899 -4.935
C 0.561 -0.852 -5.015
C 0.076 -0.177 -3.898
C -0.244 1.173 -4.008
H -0.591 1.704 -3.132
C -0.092 1.831 -5.218
H -0.338 2.883 -5.290
C 0.381 1.151 -6.332
H 0.501 1.667 -7.275
C 0.709 -0.194 -6.227
H 1.087 -0.729 -7.087
F -0.901 -0.275 5.204

***

ORCA calculation (ωB97M-V/def2-TZVPD) on a molecular structure, C18H18N2NiO3.

orbital gap (spin up / spin down)	7.911 / 7.899	eV
DFT total energy	-2540.2557	Eh
relative energy (zero: lowest compared OMol25 entry of this formula, charge and spin)	11.3	kcal per mole
lowest unoccupied orbital energy (spin up / spin down)	0.2 / 0.2	eV
multiplicity	1

CARTESIAN COORDINATES (ANGSTROEM)
Ni -0.388 -0.748 0.758
O -0.416 -2.493 1.288
C -0.265 -3.521 0.495
C -0.101 -4.795 1.078
C 0.050 -5.921 0.307
C 0.044 -5.847 -1.091
C -0.121 -4.620 -1.684
C -0.277 -3.445 -0.927
C -0.459 -2.209 -1.644
N -0.559 -1.066 -1.073
N -0.755 0.072 -1.836
C -0.793 1.109 -1.044
O -0.683 1.040 0.251
C -0.973 2.454 -1.644
C -1.253 3.539 -0.821
C -1.421 4.803 -1.367
C -1.305 4.989 -2.736
C -1.021 3.907 -3.561
C -0.857 2.643 -3.019
H -0.098 -4.851 2.159
H 0.177 -6.882 0.792
H 0.165 -6.738 -1.691
H -0.135 -4.538 -2.765
H -0.515 -2.231 -2.730
H -1.339 3.379 0.245
H -1.646 5.643 -0.722
H -1.434 5.975 -3.163
H -0.928 4.051 -4.629
H -0.640 1.792 -3.649
C 0.649 1.550 3.346
C 1.841 2.072 2.539
C 2.075 0.975 1.495
O 1.302 -0.174 1.922
C 0.879 0.053 3.282
H -0.287 1.797 2.843
H 0.620 1.933 4.364
H 2.714 2.174 3.185
H 1.647 3.037 2.076
H 3.120 0.672 1.433
H 1.717 1.252 0.508
H 1.671 -0.271 3.964
H -0.003 -0.561 3.465

***

ORCA calculation (ωB97M-V/def2-TZVPD) on a single C18H18N2O5S molecule at a distorted geometry.

SMILES	CS(=O)(=O)N1CCN(C(=O)c2ccc(C3=CC(=O)C=CC3=O)cc2)CC1
orbital gap	7.561	eV
DFT total energy	-1580.4766	Eh
relative energy (zero: lowest compared OMol25 entry of this formula, charge and spin)	114.9	kcal per mole
lowest unoccupied orbital energy	-1.7	eV
multiplicity	1

CARTESIAN COORDINATES (ANGSTROEM)
O 6.873 1.095 -0.402
O 4.497 -2.527 -3.374
O -2.075 -2.449 -0.912
O -4.317 3.615 2.585
O -4.048 1.917 4.394
C 6.304 0.332 -1.148
C 5.004 -1.616 -2.877
C -1.472 -1.411 -0.769
C 7.083 -0.525 -1.980
C 6.498 -1.447 -2.880
C 4.906 0.214 -1.184
C 4.206 -0.710 -1.939
C 0.521 -1.437 -2.404
C 0.922 -0.933 -0.103
C 1.847 -1.207 -2.789
C 2.262 -0.709 -0.465
C -0.046 -1.236 -1.125
C 2.713 -0.819 -1.821
N -1.932 -0.481 0.187
N -3.496 1.177 2.003
C -1.973 1.053 -0.067
C -2.964 -1.023 1.186
C -2.505 1.841 1.182
C -3.152 -0.146 2.467
C -6.184 1.790 2.923
S -4.415 2.252 3.012
H 8.163 -0.166 -2.076
H 7.174 -2.001 -3.533
H 4.396 0.882 -0.543
H -0.135 -1.678 -3.279
H 0.679 -0.888 0.960
H 2.061 -1.261 -3.896
H 3.011 -0.499 0.221
H -2.672 1.233 -0.857
H -0.921 1.563 -0.349
H -2.570 -2.024 1.427
H -3.954 -0.993 0.752
H -1.684 2.032 1.814
H -2.839 2.909 0.959
H -3.977 -0.597 3.034
H -2.210 -0.127 3.002
H -6.828 2.643 2.770
H -6.332 1.110 2.039
H -6.419 1.255 3.856

***

ORCA calculation (ωB97M-V/def2-TZVPD) on a molecular structure, C18H18N2S2ScSe3Te.

orbital gap	5.819	eV
DFT total energy	-9835.5795	Eh
total charge	+1
lowest unoccupied orbital energy	-4.6	eV
multiplicity	1

CARTESIAN COORDINATES (ANGSTROEM)
Sc 0.115 -3.765 -2.642
Se -0.778 -5.973 -3.633
Se 1.586 -6.020 -3.770
Te 2.171 -4.020 -5.188
Se 2.219 -2.326 -3.322
S 0.499 -3.283 -0.050
C 0.586 -1.614 -0.153
N 1.138 -0.873 0.781
C 1.241 0.587 0.603
C 1.561 0.854 -0.833
N 0.493 0.278 -1.665
C 0.077 1.115 -2.821
C -0.594 2.369 -2.323
C 0.017 3.602 -2.510
C -0.581 4.761 -2.029
C -1.790 4.686 -1.352
C -2.406 3.452 -1.163
C -1.813 2.297 -1.648
C -0.024 -0.877 -1.362
S -1.339 -1.552 -2.172
C 1.579 -1.431 2.091
C 0.468 -1.397 3.106
C 0.100 -0.195 3.707
C -0.942 -0.158 4.621
C -1.622 -1.328 4.945
C -1.252 -2.530 4.359
C -0.211 -2.566 3.440
H 2.045 0.944 1.239
H 0.313 1.074 0.905
H 2.516 0.413 -1.123
H 1.589 1.923 -1.020
H -0.558 0.518 -3.462
H 0.990 1.360 -3.364
H 0.961 3.663 -3.045
H -0.103 5.720 -2.184
H -2.257 5.588 -0.978
H -3.355 3.393 -0.644
H -2.304 1.336 -1.512
H 2.428 -0.828 2.406
H 1.927 -2.444 1.918
H 0.644 0.720 3.481
H -1.215 0.778 5.091
H -2.432 -1.301 5.664
H -1.770 -3.444 4.621
H 0.082 -3.507 2.989

***

ORCA calculation (ωB97M-V/def2-TZVPD) on a single C18H18N4O3 molecule at a distorted geometry.

orbital gap	7.419	eV
DFT total energy	-1141.4251	Eh
relative energy (zero: lowest compared OMol25 entry of this formula, charge and spin)	46.5	kcal per mole
lowest unoccupied orbital energy	0.2	eV
multiplicity	1

CARTESIAN COORDINATES (ANGSTROEM)
N -0.928 1.364 0.901
C -0.974 2.721 1.160
O -0.045 3.426 1.513
N -2.241 3.307 1.157
C -3.480 2.700 1.046
O -4.494 3.359 1.223
C -3.340 1.326 0.712
C -2.148 0.727 0.811
H -2.270 4.325 1.284
H -4.257 0.822 0.451
H -2.205 -0.342 0.883
C -0.221 -2.593 -1.852
N 0.594 -1.850 -2.762
C 1.108 -2.368 -3.922
C 1.800 -1.395 -4.536
N 1.671 -0.251 -3.741
C 2.148 1.062 -4.154
C 0.942 -0.543 -2.637
C 0.617 0.426 -1.516
C 0.763 -0.101 -0.196
C 0.455 0.713 0.973
C 0.711 -0.059 2.354
C -0.008 0.517 3.412
C -0.223 -0.201 4.583
C 0.411 -1.421 4.812
C 1.018 -2.055 3.744
C 1.212 -1.376 2.517
O 0.267 1.586 -1.781
H -0.758 -1.936 -1.188
H -0.918 -3.185 -2.425
H 0.392 -3.260 -1.253
H 0.973 -3.390 -4.208
H 2.379 -1.406 -5.455
H 2.426 1.619 -3.250
H 3.009 0.908 -4.821
H 1.359 1.631 -4.683
H 0.994 -1.144 -0.043
H 1.183 1.529 0.957
H -0.420 1.516 3.301
H -0.847 0.262 5.336
H 0.298 -1.934 5.750
H 1.357 -3.092 3.855
H 1.691 -1.944 1.689

***

ORCA calculation (ωB97M-V/def2-TZVPD) on a molecular structure, C18H18N4O7Tc.

orbital gap (spin up / spin down)	7.614 / 7.027	eV
DFT total energy	-1523.3213	Eh
relative energy (zero: lowest compared OMol25 entry of this formula, charge and spin)	12.2	kcal per mole
lowest unoccupied orbital energy (spin up / spin down)	-0.6 / -1.6	eV
multiplicity	4

CARTESIAN COORDINATES (ANGSTROEM)
Tc -0.720 0.484 -0.429
N -2.882 0.431 -0.125
C -3.143 -0.038 1.263
C -2.081 0.539 2.191
O -2.328 0.810 3.348
N -0.896 0.739 1.550
C 0.023 1.742 2.060
C 0.110 2.839 1.009
O 0.477 3.960 1.227
O -0.261 2.429 -0.221
H -3.172 1.403 -0.270
H -3.399 -0.123 -0.803
H -3.094 -1.127 1.291
H -4.122 0.276 1.617
H 1.023 1.323 2.202
H -0.320 2.152 3.008
O -1.733 -3.565 1.131
C -0.507 -3.802 1.652
C -0.392 -4.890 2.515
C 0.829 -5.209 3.069
C 1.963 -4.453 2.776
C 1.850 -3.370 1.934
C 0.621 -3.019 1.363
C 0.535 -1.818 0.513
O -0.632 -1.525 -0.064
N 1.585 -1.071 0.367
N 1.253 0.017 -0.436
C 2.164 0.610 -1.120
C 1.862 1.517 -2.194
C 2.899 2.296 -2.732
C 2.699 3.076 -3.843
C 1.447 3.051 -4.468
C 0.420 2.273 -3.980
C 0.593 1.507 -2.821
O -0.416 0.764 -2.384
H -1.641 -2.811 0.518
H -1.281 -5.470 2.726
H 0.903 -6.059 3.735
H 2.920 -4.710 3.208
H 2.711 -2.761 1.698
H 3.194 0.320 -0.924
H 3.867 2.278 -2.244
H 3.497 3.687 -4.239
H 1.280 3.648 -5.356
H -0.542 2.237 -4.474
O -2.728 3.037 -1.438
H -1.903 3.341 -1.026
H -2.533 3.035 -2.381

***

ORCA calculation (ωB97M-V/def2-TZVPD) on a molecular structure, C18H19B2F9HgNO20PS at a distorted geometry.

orbital gap	8.063	eV
DFT total energy	-4099.1065	Eh
relative energy (zero: lowest compared OMol25 entry of this formula, charge and spin)	0.0	kcal per mole
total charge	-2
lowest unoccupied orbital energy	3.1	eV
multiplicity	1

CARTESIAN COORDINATES (ANGSTROEM)
Hg 0.024 -0.504 1.059
O 3.891 6.148 -3.345
C 3.165 5.853 -2.455
O 3.262 4.803 -1.654
B 2.142 4.823 -0.703
O 1.413 6.082 -0.950
C 1.886 6.649 -2.050
O 1.499 7.650 -2.574
O 2.533 4.680 0.703
C 1.783 3.748 1.290
O 1.918 3.311 2.369
C 0.822 3.186 0.203
O 1.245 3.661 -0.958
O 0.042 2.276 0.309
O 6.935 0.243 -3.448
C 5.753 0.355 -3.482
O 4.840 -0.603 -3.270
B 3.523 -0.023 -3.156
O 3.661 1.404 -3.561
C 4.955 1.660 -3.712
O 5.454 2.718 -3.922
O 2.528 -0.683 -4.035
C 1.386 -0.805 -3.424
O 0.331 -1.210 -3.812
C 1.667 -0.397 -1.932
O 2.917 -0.126 -1.806
O 0.834 -0.525 -1.052
P 2.725 -0.945 2.698
F 3.319 -2.158 3.552
F 2.719 0.053 3.934
F 4.186 -0.473 2.263
F 2.049 0.264 1.757
F 2.608 -1.896 1.388
F 1.184 -1.382 3.089
C -2.691 1.193 4.133
F -3.440 0.979 3.041
F -3.346 2.071 4.900
F -2.622 0.036 4.802
S -0.998 1.847 3.715
O -0.229 1.709 4.910
O -0.618 0.904 2.649
O -1.249 3.185 3.259
C -3.185 -3.939 1.238
C -1.904 -3.237 0.787
C -1.478 -3.784 -0.600
C -2.411 -3.336 -1.710
C -2.339 -1.818 -1.783
C -2.817 -1.134 -0.501
N -2.037 -1.786 0.576
O -2.261 -1.059 1.794
C -2.456 0.338 -0.583
C -4.327 -1.315 -0.358
C -0.750 -3.534 1.736
H -3.827 -3.391 1.927
H -2.914 -4.926 1.620
H -3.837 -4.218 0.404
H -0.481 -3.389 -0.809
H -1.416 -4.874 -0.568
H -3.442 -3.687 -1.608
H -2.068 -3.721 -2.674
H -2.857 -1.451 -2.674
H -1.296 -1.557 -1.987
H -2.546 0.905 0.340
H -1.533 0.500 -1.148
H -3.142 0.826 -1.291
H -4.867 -1.081 -1.274
H -4.633 -2.298 0.004
H -4.751 -0.625 0.385
H -0.499 -4.592 1.678
H -0.934 -3.296 2.784
H 0.126 -2.955 1.426
H -3.125 -1.325 2.149

***

ORCA calculation (ωB97M-V/def2-TZVPD) on a molecular structure, C18H19BrN5O3RuS.

orbital gap (spin up / spin down)	6.845 / 6.846	eV
DFT total energy	-4263.7799	Eh
relative energy (zero: lowest compared OMol25 entry of this formula, charge and spin)	0.0	kcal per mole
total charge	+1
lowest unoccupied orbital energy (spin up / spin down)	-4.0 / -4.0	eV
multiplicity	1

CARTESIAN COORDINATES (ANGSTROEM)
Ru 0.704 -0.094 0.086
C -2.986 0.299 2.162
C -1.717 -0.168 1.541
N -1.024 0.617 0.777
N -1.466 1.873 0.529
C -0.636 2.582 -0.209
N -1.020 3.831 -0.504
S 0.896 2.045 -0.832
C -1.161 -1.521 1.757
C -1.729 -2.449 2.615
C -1.126 -3.690 2.765
C 0.028 -3.979 2.059
C 0.551 -3.003 1.226
N -0.029 -1.819 1.081
H -3.541 0.897 1.442
H -2.766 0.951 3.011
H -3.603 -0.527 2.502
H -1.866 4.195 -0.099
H -0.406 4.446 -1.006
H -2.621 -2.206 3.170
H -1.557 -4.423 3.433
H 0.523 -4.934 2.151
H 1.458 -3.159 0.655
N 2.134 -1.942 -3.373
C 1.412 -1.319 -2.455
O 1.787 -1.303 -1.260
C 0.148 -0.604 -2.789
C -0.642 -0.471 -1.492
H 3.015 -2.360 -3.119
H 1.842 -1.968 -4.335
H -0.408 -1.112 -3.580
H 0.435 0.383 -3.163
H -1.158 -1.403 -1.255
H -1.373 0.326 -1.595
Br 3.605 1.152 6.951
C 4.086 0.903 5.142
C 5.426 0.913 4.780
C 5.781 0.731 3.451
C 4.806 0.535 2.487
C 3.469 0.528 2.868
C 3.097 0.715 4.195
C 2.421 0.322 1.859
O 2.698 0.088 0.639
O 1.179 0.364 2.134
H 6.185 1.065 5.535
H 6.826 0.743 3.172
H 5.068 0.391 1.448
H 2.052 0.715 4.473

***

ORCA calculation (ωB97M-V/def2-TZVPD) on a molecular structure, C18H19ClGaN2O7S2.

orbital gap	8.077	eV
DFT total energy	-4514.4560	Eh
relative energy (zero: lowest compared OMol25 entry of this formula, charge and spin)	4.7	kcal per mole
total charge	+1
lowest unoccupied orbital energy	-3.3	eV
multiplicity	1

CARTESIAN COORDINATES (ANGSTROEM)
Ga 0.450 1.168 0.905
C -4.795 -1.255 -4.469
C -3.928 -1.139 -3.246
C -3.113 -0.023 -3.052
C -2.315 0.090 -1.930
C -2.338 -0.936 -0.990
C -3.142 -2.055 -1.151
C -3.934 -2.144 -2.282
S -1.303 -0.838 0.409
O -1.381 -2.056 1.154
O -1.574 0.426 1.145
N 0.164 -0.430 -0.087
C 1.244 -1.086 -0.655
C 1.272 -2.278 -1.319
C 2.489 -2.747 -1.868
C 3.644 -2.030 -1.759
C 3.640 -0.791 -1.070
C 4.779 0.028 -0.910
C 4.687 1.210 -0.230
C 3.455 1.592 0.317
N 2.371 0.853 0.189
C 2.442 -0.329 -0.509
H -4.478 -0.563 -5.247
H -5.835 -1.031 -4.223
H -4.766 -2.267 -4.872
H -3.106 0.767 -3.793
H -1.690 0.962 -1.783
H -3.137 -2.837 -0.404
H -4.568 -3.012 -2.421
H 0.364 -2.858 -1.425
H 2.492 -3.693 -2.392
H 4.567 -2.390 -2.193
H 5.723 -0.291 -1.336
H 5.544 1.855 -0.103
H 3.349 2.517 0.866
C -0.278 -0.319 4.800
S -0.247 1.196 3.884
C 0.761 2.226 4.921
O 0.730 0.830 2.730
H 0.721 -0.563 5.157
H -0.650 -1.079 4.114
H -0.978 -0.189 5.625
H 1.612 1.657 5.290
H 0.147 2.605 5.737
H 1.085 3.051 4.287
O -0.173 5.022 0.352
Cl -0.056 3.715 0.851
O 1.293 3.384 1.329
O -0.988 3.395 1.894
O -0.254 2.680 -0.240

***

ORCA calculation (ωB97M-V/def2-TZVPD) on a single C18H19ClN2O3 molecule.

SMILES	Cc1cccc(C)c1NC(=O)C(=O)NCCOc1ccc(Cl)cc1
orbital gap	9.293	eV
DFT total energy	-1492.7921	Eh
relative energy (zero: lowest compared OMol25 entry of this formula, charge and spin)	12.0	kcal per mole
lowest unoccupied orbital energy	0.6	eV
multiplicity	1

CARTESIAN COORDINATES (ANGSTROEM)
C 3.417 0.957 2.578
C 4.030 1.240 1.239
C 5.032 2.187 1.100
C 5.584 2.450 -0.141
C 5.150 1.753 -1.252
C 4.156 0.788 -1.151
C 3.587 0.554 0.103
N 2.567 -0.405 0.270
C 1.399 -0.508 -0.378
O 0.982 0.178 -1.295
C 0.559 -1.652 0.206
O 0.936 -2.296 1.172
N -0.579 -1.834 -0.469
H -0.777 -1.167 -1.206
C -1.601 -2.772 -0.089
C -2.827 -2.052 0.476
O -3.376 -1.281 -0.573
C -4.449 -0.484 -0.316
C -5.103 -0.397 0.907
C -6.190 0.449 1.054
C -6.626 1.207 -0.017
C -5.982 1.128 -1.243
C -4.901 0.287 -1.389
H -4.383 0.210 -2.332
H -6.327 1.723 -2.074
Cl -7.984 2.262 0.173
H -6.695 0.516 2.005
H -4.782 -0.980 1.756
H -3.555 -2.792 0.836
H -2.525 -1.407 1.311
H -1.174 -3.428 0.673
H -1.900 -3.358 -0.962
H 2.634 -1.025 1.075
C 3.734 0.007 -2.354
H 2.737 0.313 -2.670
H 4.428 0.166 -3.176
H 3.693 -1.058 -2.125
H 5.594 1.949 -2.217
H 6.359 3.196 -0.239
H 5.376 2.726 1.970
H 2.333 1.056 2.535
H 3.799 1.649 3.324
H 3.648 -0.058 2.905